# 1
The following is a DFT calculation (ωB97M-V/def2-TZVPD) of an isolated molecule of C4H8N2 in a non-equilibrium geometry.

Values from the calculation:
**HOMO-LUMO gap**: 11.167 eV
**Energy above the lowest of the compared OMol25 structures with the same formula, charge and spin**: 2.4 kcal/mol
**LUMO**: 0.84 eV
**Net charge**: 0
**SMILES string**: CC(C)(N)C#N
**Electronic energy**: -266.71821 Ha

Each atom is followed by the atoms it is bonded to, with distances in Å.
Positions of all 14 atoms, in Å:
1 H -0.38 2.02 -0.29  C8 1.094
2 H -0.68 0.95 -1.69  C8 1.094
3 H -1.86 1.06 -0.36  C8 1.095
4 C 1.45 0.08 0.04  C7 1.532, H9 1.094, H12 1.094, H13 1.095
5 C -0.51 -0.17 1.51  C7 1.492, N11 1.158
6 H -1.40 -1.50 -0.60  N10 1.017
7 C -0.07 -0.11 0.08  C4 1.532, C5 1.492, C8 1.534, N10 1.462
8 C -0.79 1.06 -0.60  H1 1.094, H2 1.094, H3 1.095, C7 1.534
9 H 1.73 1.06 0.44  C4 1.094
10 N -0.40 -1.34 -0.62  H6 1.017, C7 1.462, H14 1.017
11 N -0.88 -0.29 2.60  C5 1.158
12 H 1.78 0.01 -1.00  C4 1.094
13 H 1.96 -0.69 0.63  C4 1.095
14 H 0.04 -2.14 -0.16  N10 1.017

Atom charges from the natural (NBO) analysis, given in e for atoms 1 to 8: H 0.221; H 0.229; H 0.220; C -0.597; C 0.259; H 0.365; C 0.008; C -0.600

=====

# 2
The following is a DFT calculation (ωB97M-V/def2-TZVPD) of a cluster of 2 separate species, C4H8N2 in total in a non-equilibrium geometry.

Values from the calculation:
**HOMO-LUMO gap (spin up / spin down)**: 5.959 / 7.585 eV
**Energy above the lowest of the compared OMol25 structures with the same formula, charge and spin**: 80.6 kcal/mol
**Spin multiplicity**: 3
**LUMO (spin up / spin down)**: 1.18 / -1.55 eV
**Net charge**: 0
**Electronic energy**: -266.41575 Ha
**⟨S²⟩**: 2.01

Each atom is followed by the atoms it is bonded to, with distances in Å.
Positions of all 14 atoms, in Å:
1 C 2.81 0.29 -0.31  C3 1.202, H8 1.098
2 H -1.77 0.64 1.94  C10 1.068
3 C 2.14 -0.26 0.52  C1 1.202, H12 1.118
4 H -2.30 -0.74 -0.02  C7 1.096
5 H -0.51 1.50 1.00  C10 1.015
6 H 0.97 -1.00 -1.70  N13 1.065
7 C -1.43 -0.08 0.12  H4 1.096, C10 1.502, N11 1.280
8 H 3.07 0.76 -1.27  C1 1.098
9 H -2.29 1.81 0.86  C10 1.119
10 C -1.44 1.11 1.04  H2 1.068, H5 1.015, C7 1.502, H9 1.119
11 N -0.37 -0.17 -0.59  C7 1.280, N13 1.391
12 H 1.56 -0.69 1.38  C3 1.118
13 N -0.08 -1.12 -1.56  H6 1.065, N11 1.391, H14 0.988
14 H -0.38 -2.05 -1.41  N13 0.988

Atom charges from the natural (NBO) analysis, given in e for atoms 1 to 8: C -0.276; H 0.220; C -0.233; H 0.155; H 0.223; H 0.400; C -0.077; H 0.245

=====

# 3
The following is a DFT calculation (ωB97M-V/def2-TZVPD) of a cluster of 2 separate species, C4H8N2O in total.

Values from the calculation:
**HOMO-LUMO gap**: 9.994 eV
**Energy above the lowest of the compared OMol25 structures with the same formula, charge and spin**: 49.0 kcal/mol
**LUMO**: 0.72 eV
**Net charge**: 0
**SMILES string**: C[C@H]1CN1.N=C=O
**Electronic energy**: -341.92563 Ha

Each atom is followed by the atoms it is bonded to, with distances in Å.
Positions of all 15 atoms, in Å:
1 N -1.12 -0.05 2.61  C11 1.214, H12 1.004
2 H -0.06 -0.85 0.61  C8 1.086
3 C 1.55 -0.03 -0.66  H4 1.097, H5 1.095, C8 1.509, H14 1.096
4 H 1.71 0.17 -1.72  C3 1.097
5 H 2.28 -0.78 -0.33  C3 1.095
6 O -0.18 1.91 1.65  C11 1.170
7 H -1.95 0.27 -0.68  C10 1.088
8 C 0.14 -0.50 -0.41  H2 1.086, C3 1.509, C10 1.478, N15 1.460
9 H -0.72 0.87 -1.90  C10 1.090
10 C -0.98 0.12 -1.15  H7 1.088, C8 1.478, H9 1.090, N15 1.464
11 C -0.62 0.97 2.19  N1 1.214, O6 1.170
12 H -1.11 -0.39 3.55  N1 1.004
13 H -0.08 -1.35 -2.26  N15 1.016
14 H 1.74 0.90 -0.11  C3 1.096
15 N -0.61 -1.27 -1.39  C8 1.460, C10 1.464, H13 1.016

Atom charges from the natural (NBO) analysis, given in e for atoms 1 to 8: N -0.787; H 0.204; C -0.625; H 0.203; H 0.211; O -0.505; H 0.197; C -0.096